Record 1
This record from the OMol25 dataset describes a cluster of 6 separate species, CH15NO5 in total. The level of theory is ωB97M-V/def2-TZVPD.

Structure (XYZ):
```
22
Properties=species:S:1:pos:R:3:nbo_charge:R:1
C -0.14 1.66 -0.13 -0.4140
N 0.70 1.11 -1.20 -0.8649
H -1.08 2.05 -0.49 0.1850
H -0.38 0.86 0.58 0.2060
H 0.40 2.45 0.38 0.1860
H 0.58 1.64 -2.05 0.3632
H 0.37 0.17 -1.42 0.3925
O -3.52 0.16 1.47 -0.9478
H -4.08 -0.51 1.84 0.4779
H -4.09 0.82 1.07 0.4802
O -2.29 -0.86 -1.05 -0.9958
H -1.50 -1.42 -0.90 0.4939
H -2.59 -0.64 -0.15 0.4799
O 2.15 -1.43 1.19 -0.9946
H 2.56 -0.62 0.83 0.5123
H 2.04 -1.29 2.14 0.4789
O 3.09 0.86 0.14 -1.0033
H 2.33 1.07 -0.48 0.5053
H 3.88 0.99 -0.40 0.4750
O 0.23 -2.15 -0.61 -1.0032
H 0.89 -1.88 0.06 0.5109
H 0.45 -3.06 -0.82 0.4767
```

Results
Structure (SMILES): CN.O.O.O.O.O
Strongest force on any atom, eV/A: 0.6



Record 2
This record from the OMol25 dataset describes a structure of composition C14H17N4O5RbS2. The level of theory is ωB97M-V/def2-TZVPD.

Structure (XYZ):
```
43
Properties=species:S:1:pos:R:3:nbo_charge:R:1
Rb 0.10 0.61 -0.35 0.9379
O 1.73 -1.22 1.72 -0.7704
C 2.36 -0.49 2.74 -0.0712
C 2.67 0.95 2.35 -0.2318
N 1.50 1.74 1.96 -0.4565
C 1.93 3.07 1.53 -0.3330
C 0.83 3.91 0.83 0.7580
O 0.82 5.13 1.12 -0.7693
O 0.10 3.31 0.00 -0.8198
C 0.50 1.83 3.02 -0.3587
C -0.47 0.63 3.19 0.7732
O -1.04 0.55 4.28 -0.7462
O -0.65 -0.13 2.18 -0.8510
H 0.78 -0.96 1.79 0.5035
H 3.31 -0.98 2.97 0.1564
H 1.76 -0.51 3.66 0.1668
H 3.35 0.93 1.50 0.1931
H 3.21 1.43 3.19 0.1405
H 2.73 2.94 0.79 0.1929
H 2.33 3.66 2.37 0.1606
H -0.14 2.69 2.79 0.2308
H 0.96 2.03 4.00 0.1684
C 4.79 -0.51 -5.05 -0.7676
S 3.21 -1.25 -5.49 0.1971
C 2.18 -0.93 -4.06 -0.0721
S 2.75 -0.11 -2.71 -0.3384
N 1.00 -1.45 -4.34 -0.4778
N 0.05 -1.23 -3.40 -0.1771
C -0.99 -1.97 -3.56 -0.0459
C -2.14 -1.91 -2.67 0.1759
C -3.20 -2.81 -2.88 -0.2573
C -4.29 -2.78 -2.02 -0.1810
C -4.30 -1.87 -0.98 -0.2897
C -3.22 -1.01 -0.85 0.0573
N -2.18 -1.02 -1.67 -0.4281
H 5.55 -1.02 -5.64 0.1986
H 4.97 -0.66 -3.99 0.2524
H 4.81 0.56 -5.25 0.2076
H -1.03 -2.70 -4.37 0.1528
H -3.15 -3.51 -3.70 0.2048
H -5.11 -3.48 -2.16 0.1983
H -5.12 -1.83 -0.27 0.2096
H -3.18 -0.29 -0.04 0.2067
```

Results
Charge: -2
Strongest force on any atom, eV/A: 0.7



Record 3
This record from the OMol25 dataset describes an isolated molecule of C6H11NOS. The level of theory is ωB97M-V/def2-TZVPD.

Structure (XYZ):
```
20
Properties=species:S:1:pos:R:3:nbo_charge:R:1
C -1.60 -0.08 0.13 -0.3799
C -1.01 -1.21 -0.07 -0.0428
C -1.62 -2.57 0.05 -0.6483
C 0.51 -1.22 -0.58 0.6670
O 0.77 -1.88 -1.57 -0.6019
N 1.62 -0.56 0.05 -0.6601
C 2.00 0.46 1.09 -0.3237
S 2.60 2.02 0.28 0.1264
C 1.01 2.65 -0.49 -0.7136
H -0.98 0.85 0.18 0.1882
H -2.61 -0.03 0.25 0.1990
H -1.02 -3.26 0.56 0.2299
H -1.77 -3.11 -0.90 0.2391
H -2.67 -2.44 0.42 0.2161
H 2.43 -0.81 -0.45 0.3971
H 2.89 0.14 1.57 0.2187
H 1.27 0.90 1.74 0.2271
H 1.50 3.22 -1.28 0.2394
H 0.42 3.34 0.13 0.2106
H 0.41 1.80 -0.62 0.2118
```

Results
Structure (SMILES): C=C(C)C(=O)NCSC
Strongest force on any atom, eV/A: 4.2



Record 4
This record from the OMol25 dataset describes the ion C12H12N2P with charge +1. The level of theory is ωB97M-V/def2-TZVPD.

Structure (XYZ):
```
27
Properties=species:S:1:pos:R:3:nbo_charge:R:1
C 1.12 -1.97 3.64 -0.1576
C 1.45 -2.35 2.37 -0.1796
C 0.62 -0.69 3.88 -0.1859
C 1.20 -1.49 1.33 -0.2168
C 0.43 0.18 2.83 -0.2012
C 0.71 -0.21 1.55 0.0819
C -0.98 2.09 -3.58 -0.5620
C 1.05 1.88 0.35 0.3070
C -1.10 0.91 -2.86 0.1731
C 0.10 2.35 -1.61 -0.1702
C -0.13 0.12 -0.68 -0.0372
C -1.87 -0.31 -3.16 -0.6408
N -0.34 1.05 -1.76 -0.4353
N 0.59 0.68 0.38 -0.3161
P -0.21 3.53 -2.74 0.7002
H 1.04 -2.84 4.40 0.2483
H 1.62 -3.39 2.10 0.2374
H 0.18 -0.50 4.80 0.2376
H 1.37 -1.93 0.34 0.2234
H -0.01 1.16 2.91 0.2308
H -1.71 2.26 -4.38 0.2485
H 1.75 2.33 0.89 0.2061
H -1.27 -0.18 -0.49 0.2491
H 0.40 -0.84 -0.94 0.2455
H -2.15 -0.21 -4.13 0.2517
H -2.63 -0.39 -2.33 0.2313
H -1.24 -1.25 -3.13 0.2309
```

Results
Charge: +1
Strongest force on any atom, eV/A: 9.9



Record 5
This record from the OMol25 dataset describes a cluster of 2 separate species, C6H18NOSi in total. The level of theory is ωB97M-V/def2-TZVPD.

Structure (XYZ):
```
27
Properties=species:S:1:pos:R:3:nbo_charge:R:1
C -1.02 -1.99 1.81 -0.6286
C 1.89 -1.03 -0.44 -0.5951
C -2.92 -0.24 -2.57 -0.2536
C -1.42 -0.64 1.35 -0.8439
C 0.72 -0.53 -1.25 -0.9990
C 2.04 2.35 1.60 -0.4004
N 1.57 2.37 0.21 -0.8662
O -2.43 -0.30 -1.26 -0.8784
Si -1.00 -0.43 -0.56 2.1131
H -1.20 -1.96 2.94 0.2469
H -1.57 -2.87 1.33 0.2273
H 0.06 -2.00 1.57 0.2056
H 2.70 -1.26 -1.25 0.2436
H 2.21 -0.39 0.38 0.2313
H 1.62 -2.00 0.00 0.2095
H -2.64 0.69 -2.96 0.1983
H -4.00 -0.46 -2.50 0.2198
H -2.55 -1.02 -3.31 0.1952
H -0.84 0.10 1.93 0.2596
H -2.50 -0.50 1.37 0.2567
H 0.69 -1.25 -2.12 0.2751
H 2.67 1.58 1.78 0.1931
H 2.40 3.29 1.84 0.1923
H 1.09 2.26 2.18 0.1828
H 2.30 2.56 -0.42 0.3541
H 1.07 3.29 0.02 0.3593
H 1.06 0.38 -1.68 0.3019
```

Results
Charge: +1
Strongest force on any atom, eV/A: 4.6



Record 6
This record from the OMol25 dataset describes a structure of composition C3H4BiO2. The level of theory is ωB97M-V/def2-TZVPD.

Structure (XYZ):
```
10
Properties=species:S:1:pos:R:3:nbo_charge:R:1
C -1.08 -0.61 0.76 -0.6691
C -1.16 -0.39 -0.54 0.2015
O 0.00 -0.18 -1.31 -0.5663
C 0.37 1.04 -1.58 0.4871
O 1.45 1.26 -0.86 -0.6761
H -2.07 -0.55 1.23 0.2885
H -2.06 -0.29 -1.16 0.2494
H 1.76 2.16 -1.02 0.5267
Bi 0.69 -0.81 1.94 1.2008
H 2.12 -1.63 2.54 -0.0426
```

Results
Charge: +1
Strongest force on any atom, eV/A: 3.6



Record 7
This record from the OMol25 dataset describes a cluster of 14 separate species, C69H177N17O25 in total. The level of theory is ωB97M-V/def2-TZVPD.

Structure (XYZ):
```
288
Properties=species:S:1:pos:R:3:lowdin_charge:R:1
C -3.07 1.00 5.28 -0.5785
O -2.71 -0.17 4.96 -0.0390
N -2.48 1.48 6.46 0.1686
N -3.80 1.89 4.56 0.2040
H -2.74 2.38 6.81 0.0807
H -2.06 0.76 7.05 0.0757
H -3.87 2.88 4.88 0.1024
H -4.29 1.60 3.77 0.0391
C -4.92 -0.76 1.48 -0.7000
O -4.99 0.45 1.74 -0.0602
N -4.43 -1.61 2.38 0.2021
N -5.20 -1.26 0.30 0.2034
H -4.09 -2.48 2.08 0.0731
H -3.90 -1.10 3.10 0.0979
H -5.54 -0.68 -0.50 0.1115
H -4.98 -2.27 0.13 0.0834
C -6.08 3.70 2.09 -0.6982
O -6.47 4.84 2.22 0.0264
N -6.79 2.60 2.41 0.1882
N -4.82 3.36 1.63 0.1725
H -6.36 1.73 2.32 0.0296
H -7.59 2.68 2.97 0.1046
H -4.57 2.39 1.37 0.0713
H -4.26 4.11 1.25 0.0846
C -0.95 4.05 -4.78 -0.1392
O 0.07 3.14 -4.71 -0.2060
C 1.04 3.34 -5.70 -0.2105
C 2.30 2.56 -5.26 -0.2065
N 2.97 3.28 -4.24 -0.0526
C 4.38 3.10 -4.04 -0.1884
C 4.80 1.73 -3.38 -0.2361
O 6.12 1.54 -3.00 -0.1757
C 6.98 1.48 -4.14 -0.1016
H -0.74 5.03 -4.36 0.0778
H -1.76 3.68 -4.19 0.0762
H -1.25 4.31 -5.80 0.0941
H 1.33 4.39 -5.88 0.1343
H 0.61 2.91 -6.62 0.1174
H 2.87 2.53 -6.19 0.1250
H 2.07 1.54 -4.92 0.0918
H 2.47 3.35 -3.34 0.1056
H 4.81 3.81 -3.36 0.0996
H 4.90 3.38 -4.95 0.1079
H 4.52 0.94 -4.13 0.1050
H 4.13 1.50 -2.55 0.0923
H 6.83 0.55 -4.70 0.0780
H 8.00 1.53 -3.68 0.1030
H 6.95 2.32 -4.86 0.0832
C -2.11 4.24 -0.52 -0.1081
O -2.07 5.17 0.54 -0.2055
C -1.24 4.73 1.62 -0.1875
C -1.17 6.00 2.50 -0.2007
N -2.37 6.36 3.20 -0.0409
C -2.87 5.34 4.16 -0.1907
C -4.05 6.00 4.77 -0.2201
O -4.63 5.10 5.74 -0.1965
C -6.03 4.83 5.55 -0.0906
H -1.14 4.31 -1.00 0.0683
H -2.97 4.44 -1.20 0.1002
H -2.21 3.25 -0.16 0.0566
H -0.22 4.64 1.14 0.1214
H -1.50 3.85 2.19 0.0857
H -0.77 6.86 2.00 0.1137
H -0.44 5.75 3.27 0.0906
H -3.14 6.56 2.53 0.1222
H -2.14 5.24 4.89 0.0925
H -3.13 4.40 3.73 0.0831
H -4.73 6.41 4.05 0.1105
H -3.77 6.94 5.30 0.1367
H -6.39 4.83 4.52 0.0570
H -6.57 5.63 6.03 0.0812
H -6.27 3.88 5.99 0.0793
C 3.83 -0.92 -7.20 -0.0817
O 2.74 -1.78 -7.63 -0.1815
C 2.12 -2.36 -6.49 -0.2499
C 1.27 -1.45 -5.70 -0.2293
N 0.25 -0.99 -6.60 -0.0227
C -0.67 0.03 -6.15 -0.1986
C -1.60 0.47 -7.23 -0.2184
O -0.75 0.94 -8.28 -0.2148
C -1.49 1.33 -9.41 -0.1096
H 4.04 -0.11 -7.97 0.1126
H 4.73 -1.48 -6.96 0.0780
H 3.56 -0.51 -6.21 0.0530
H 2.90 -2.90 -5.92 0.1150
H 1.58 -3.24 -6.91 0.1374
H 1.79 -0.62 -5.20 0.0840
H 0.78 -1.97 -4.84 0.1143
H 0.66 -0.67 -7.49 0.1190
H -0.28 0.92 -5.75 0.0786
H -1.32 -0.43 -5.36 0.1148
H -2.25 1.27 -6.78 0.1362
H -2.23 -0.25 -7.74 0.1129
H -2.22 2.08 -9.04 0.0893
H -2.03 0.47 -9.91 0.1055
H -0.85 1.87 -10.11 0.0820
C -0.32 1.36 9.31 -0.1254
O -0.81 0.15 8.78 -0.2016
C 0.08 -0.92 8.97 -0.2076
C -0.23 -2.03 7.90 -0.1584
N -0.21 -1.57 6.54 -0.0484
C 0.97 -1.07 5.91 -0.2121
C 2.03 -2.13 5.70 -0.2064
O 2.84 -2.31 6.86 -0.1840
C 3.85 -3.21 6.60 -0.1421
H -0.94 2.23 9.00 0.0897
H 0.72 1.66 9.07 0.0851
H -0.25 1.39 10.40 0.0835
H -0.06 -1.37 9.93 0.1131
H 1.07 -0.54 8.83 0.1076
H -1.20 -2.46 8.14 0.1190
H 0.61 -2.68 8.09 0.1029
H -1.04 -1.10 6.26 0.0590
H 1.33 -0.11 6.35 0.1142
H 0.68 -0.82 4.87 0.1107
H 2.69 -1.91 4.84 0.1095
H 1.44 -3.01 5.40 0.1294
H 3.44 -4.20 6.36 0.0965
H 4.42 -3.31 7.53 0.0915
H 4.54 -2.82 5.84 0.0780
C 3.01 5.09 9.58 -0.1215
O 1.77 5.14 8.89 -0.2367
C 1.72 6.24 7.88 -0.1664
C 0.63 6.02 6.83 -0.2200
N 0.86 4.95 5.90 -0.0396
C 0.38 3.61 6.30 -0.1972
C 0.57 2.54 5.28 -0.2065
O -0.21 2.84 4.11 -0.1814
C 0.17 2.07 2.94 -0.0659
H 2.98 4.15 10.12 0.0785
H 3.16 5.94 10.31 0.0953
H 3.81 5.16 8.83 0.0770
H 2.71 6.32 7.41 0.1147
H 1.49 7.13 8.50 0.1230
H 0.54 6.89 6.17 0.1270
H -0.30 5.91 7.39 0.1115
H 0.59 5.13 4.98 0.0576
H -0.67 3.71 6.58 0.1016
H 0.91 3.28 7.18 0.0983
H 0.43 1.58 5.77 0.0903
H 1.61 2.55 5.03 0.1124
H 1.19 2.19 2.68 0.0663
H -0.43 2.35 2.09 0.0448
H -0.10 1.02 3.19 0.0903
C 0.17 -3.63 -1.65 -0.0653
O -0.42 -4.88 -1.14 -0.1723
C -1.88 -4.78 -1.36 -0.1997
C -2.54 -3.82 -0.47 -0.2492
N -3.93 -4.06 -0.16 -0.0376
C -4.69 -4.36 -1.45 -0.1902
C -6.11 -4.71 -1.17 -0.2053
O -6.00 -6.04 -0.62 -0.2006
C -7.26 -6.61 -0.36 -0.1182
H -0.58 -2.90 -1.92 0.0642
H 0.79 -3.89 -2.48 0.0336
H 0.86 -3.26 -0.90 0.0649
H -2.20 -5.80 -1.25 0.1228
H -2.08 -4.57 -2.43 0.1062
H -2.45 -2.89 -1.06 0.0958
H -2.02 -3.74 0.45 0.1075
H -3.97 -4.94 0.41 0.1445
H -4.28 -5.23 -2.01 0.1285
H -4.60 -3.50 -2.10 0.1009
H -6.62 -4.77 -2.14 0.1320
H -6.52 -4.04 -0.43 0.1173
H -7.07 -7.71 -0.06 0.1182
H -7.93 -6.62 -1.18 0.0667
H -7.78 -6.11 0.44 0.0790
C 5.11 2.66 2.75 -0.1314
O 4.63 1.87 1.74 -0.1874
C 4.48 2.58 0.57 -0.2224
C 3.23 3.46 0.53 -0.2182
N 2.98 4.03 -0.75 -0.0326
C 2.05 5.17 -0.64 -0.2115
C 2.17 6.01 -1.85 -0.2294
O 3.53 6.31 -2.25 -0.1886
C 3.58 7.17 -3.38 -0.1142
H 5.40 2.00 3.59 0.0972
H 4.35 3.40 3.10 0.1015
H 6.04 3.08 2.37 0.0880
H 4.37 1.89 -0.28 0.1095
H 5.37 3.18 0.34 0.1320
H 3.28 4.31 1.21 0.1093
H 2.36 2.95 0.90 0.0973
H 3.78 4.43 -1.22 0.0975
H 2.15 5.92 0.21 0.1442
H 1.06 4.77 -0.59 0.0771
H 1.59 6.89 -1.72 0.1107
H 1.65 5.48 -2.72 0.1289
H 3.18 6.79 -4.30 0.0702
H 4.63 7.38 -3.60 0.0836
H 3.16 8.20 -3.19 0.1032
C 4.81 -1.73 -3.44 -0.0585
O 4.85 -3.18 -3.32 -0.1735
C 3.94 -3.63 -2.39 -0.2458
C 3.86 -5.18 -2.35 -0.1931
N 3.38 -5.85 -3.52 -0.0526
C 2.07 -5.57 -3.98 -0.2359
C 1.73 -6.24 -5.31 -0.2641
O 1.49 -7.58 -5.13 -0.1564
C 1.40 -8.26 -6.35 -0.1221
H 3.88 -1.48 -3.91 0.0553
H 5.67 -1.56 -4.06 0.0829
H 4.83 -1.24 -2.48 0.0885
H 2.90 -3.30 -2.61 0.1079
H 4.31 -3.43 -1.37 0.1079
H 3.28 -5.45 -1.44 0.0885
H 4.85 -5.61 -2.11 0.1313
H 4.14 -5.75 -4.22 0.1355
H 1.85 -4.50 -4.11 0.0814
H 1.29 -6.01 -3.27 0.1334
H 2.50 -6.01 -6.01 0.1132
H 0.77 -5.79 -5.76 0.1368
H 0.79 -7.77 -7.15 0.0982
H 1.04 -9.26 -6.18 0.0851
H 2.31 -8.45 -6.89 0.0764
C 4.81 -1.65 2.66 -0.1135
O 3.77 -2.53 2.27 -0.2346
C 4.15 -3.73 1.65 -0.2431
C 2.97 -4.68 1.54 -0.1920
N 3.33 -5.97 0.96 -0.0868
C 2.26 -6.84 0.49 -0.2193
C 2.65 -8.31 0.25 -0.2164
O 1.51 -8.95 -0.26 -0.1803
C 1.24 -8.64 -1.57 -0.1475
H 5.43 -2.02 3.51 0.0904
H 4.25 -0.77 2.92 0.0732
H 5.49 -1.39 1.79 0.1055
H 4.91 -4.20 2.33 0.1320
H 4.66 -3.53 0.69 0.1092
H 2.36 -4.23 0.72 0.1155
H 2.43 -4.69 2.51 0.1274
H 3.89 -6.60 1.53 0.1155
H 1.74 -6.40 -0.42 0.1038
H 1.49 -6.89 1.32 0.1353
H 2.86 -8.75 1.23 0.1250
H 3.47 -8.45 -0.50 0.1344
H 0.43 -7.86 -1.72 0.0948
H 0.83 -9.51 -2.02 0.0771
H 2.06 -8.21 -2.19 0.0894
C -1.51 -3.55 -4.94 -0.1023
O -2.01 -2.50 -4.16 -0.2293
C -3.25 -2.10 -4.55 -0.2608
C -3.77 -1.01 -3.58 -0.2007
N -5.00 -0.34 -3.95 -0.0434
C -4.99 1.09 -3.75 -0.1931
C -5.18 1.58 -2.28 -0.2104
O -6.35 0.89 -1.84 -0.2231
C -6.85 1.47 -0.59 -0.0760
H -1.68 -3.28 -5.98 0.0934
H -2.23 -4.41 -4.82 0.1026
H -0.46 -3.73 -4.65 0.0756
H -3.95 -2.90 -4.62 0.1109
H -3.11 -1.65 -5.55 0.1186
H -2.91 -0.32 -3.49 0.1034
H -3.71 -1.40 -2.52 0.1092
H -5.80 -0.76 -3.49 0.1039
H -5.82 1.43 -4.32 0.1080
H -4.04 1.48 -4.08 0.1058
H -5.33 2.66 -2.40 0.1206
H -4.28 1.39 -1.65 0.1136
H -6.05 1.26 0.13 0.0368
H -7.82 1.00 -0.44 0.0973
H -7.01 2.55 -0.55 0.0874
C -0.91 -1.89 2.24 -0.1190
O -0.63 -1.50 0.94 -0.1900
C -1.70 -0.71 0.38 -0.1947
C -1.27 0.03 -0.85 -0.2153
N -0.25 0.97 -0.53 -0.0509
C 0.59 1.42 -1.60 -0.1679
C 1.60 0.33 -1.94 -0.2003
O 2.69 0.37 -1.04 -0.2054
C 2.63 -0.56 0.09 -0.0424
H -0.05 -2.33 2.70 0.0813
H -1.71 -2.66 2.29 0.0838
H -1.16 -0.96 2.82 0.0788
H -2.13 -0.01 1.12 0.1241
H -2.56 -1.40 0.13 0.0967
H -2.16 0.55 -1.27 0.1090
H -0.87 -0.59 -1.65 0.0975
H 0.27 0.62 0.31 0.1042
H 1.03 2.36 -1.25 0.1011
H 0.13 1.56 -2.57 0.1087
H 2.08 0.32 -2.93 0.0983
H 1.07 -0.63 -1.92 0.1044
H 3.66 -0.83 0.40 0.0765
H 2.26 -1.54 -0.16 0.0631
H 2.05 -0.18 0.92 0.0773
```

Results
Strongest force on any atom, eV/A: 3.9



| no. | electronic energy (Ha) |
| --- | --- |
| 1 | -478.0645 |
| 2 | -1959.4893 |
| 3 | -763.3326 |
| 4 | -914.8865 |
| 5 | -658.6046 |
| 6 | -481.2520 |
| 7 | -5546.5008 |